(1)
Below is a cluster of 4 separate species, C18H45IN3O6 in total at a distorted geometry, with properties calculated with wB97M-V/def2-TZVPD.

Results
Relative energy (zero: lowest compared OMol25 entry of this formula, charge and spin) in kcal/mol: 7.1
Molecular weight in Da: 526.477
Total charge: -1
HOMO in eV: -4.4902

Cartesian coordinates (Å):
I1 -0.486 0.508 -0.688
C1 2.140 -1.883 -5.532
O1 1.741 -2.522 -4.345
C2 1.993 -1.757 -3.179
C3 2.129 -2.702 -1.986
N1 0.891 -2.889 -1.257
C4 1.213 -3.714 -0.071
C5 -0.027 -3.897 0.799
O2 -1.155 -4.294 0.054
C6 -2.234 -4.710 0.889
H1 1.793 -2.418 -6.413
H2 3.228 -1.789 -5.502
H3 1.670 -0.895 -5.607
H4 1.269 -0.949 -3.028
H5 2.919 -1.180 -3.338
H6 2.963 -2.328 -1.360
H7 2.523 -3.637 -2.400
H8 0.630 -1.946 -0.947
H9 1.906 -3.107 0.526
H10 1.633 -4.662 -0.400
H11 -0.265 -2.930 1.268
H12 0.208 -4.584 1.627
H13 -1.851 -5.288 1.728
H14 -2.852 -5.275 0.186
H15 -2.882 -3.882 1.192
C7 -5.498 -0.388 -2.404
O3 -5.463 0.623 -1.419
C8 -4.544 1.639 -1.808
C9 -4.433 2.688 -0.713
N2 -3.874 2.069 0.456
C10 -3.601 2.906 1.593
C11 -4.803 3.272 2.449
O4 -5.205 2.158 3.264
C12 -6.295 2.443 4.074
H16 -5.417 -0.033 -3.431
H17 -6.404 -0.973 -2.229
H18 -4.712 -1.126 -2.203
H19 -4.983 2.091 -2.711
H20 -3.546 1.254 -2.043
H21 -5.375 3.233 -0.618
H22 -3.752 3.471 -1.102
H23 -2.986 1.605 0.296
H24 -3.111 3.877 1.350
H25 -2.752 2.519 2.167
H26 -5.687 3.521 1.852
H27 -4.530 4.054 3.170
H28 -7.233 2.504 3.499
H29 -6.166 3.341 4.692
H30 -6.456 1.590 4.739
C13 6.056 -0.229 0.772
O5 6.464 1.131 0.744
C14 6.003 1.819 -0.418
C15 4.509 2.208 -0.334
N3 4.216 2.773 1.000
C16 2.829 2.629 1.407
C17 2.300 1.216 1.663
O6 3.174 0.403 2.402
C18 2.632 -0.869 2.752
H31 4.971 -0.314 0.756
H32 6.430 -0.735 1.659
H33 6.518 -0.727 -0.088
H34 6.119 1.137 -1.267
H35 6.676 2.674 -0.428
H36 3.914 1.301 -0.504
H37 4.251 2.935 -1.105
H38 4.811 2.217 1.610
H39 2.231 3.072 0.607
H40 2.667 3.214 2.318
H41 2.053 0.764 0.689
H42 1.314 1.243 2.145
H43 3.442 -1.476 3.151
H44 2.283 -1.332 1.825
H45 1.872 -0.665 3.509

=====

(2)
Below is a cluster of 5 separate species, C18H45N9O2P2 in total at a distorted geometry, with properties calculated with wB97M-V/def2-TZVPD.

Results
SMILES: CN(C)P(=O)(N(C)C)N(C)C.CN(C)P(=O)(N(C)C)N(C)C.CC#N.CC#N.CC#N
Relative energy (zero: lowest compared OMol25 entry of this formula, charge and spin) in kcal/mol: 61.2
Molecular weight in Da: 481.567
HOMO in eV: -8.1781

Cartesian coordinates (Å):
O1 0.206 9.600 5.379
P1 1.471 9.031 5.918
N1 1.351 8.454 7.584
C1 1.706 9.373 8.629
C2 0.354 7.532 8.060
N2 2.792 10.116 5.789
C3 4.110 9.593 5.929
C4 2.661 11.489 5.157
N3 1.989 7.727 4.965
C5 3.043 6.811 5.427
C6 1.760 7.839 3.560
H1 2.020 8.827 9.518
H2 0.919 10.066 8.927
H3 2.549 9.992 8.322
H4 0.263 6.674 7.393
H5 -0.628 7.991 8.176
H6 0.554 7.144 9.059
H7 4.633 9.293 5.021
H8 4.752 10.416 6.243
H9 4.187 8.761 6.630
H10 3.574 12.077 5.254
H11 2.656 11.346 4.077
H12 1.731 11.950 5.489
H13 3.085 6.868 6.515
H14 2.758 5.766 5.314
H15 3.994 7.190 5.052
H16 1.994 6.904 3.050
H17 2.367 8.592 3.058
H18 0.698 8.003 3.375
O2 -0.856 -7.574 -5.738
P2 -0.917 -8.898 -5.099
N4 -1.516 -8.943 -3.475
C7 -2.320 -7.797 -2.959
C8 -1.470 -10.076 -2.571
N5 0.609 -9.639 -4.975
C9 1.681 -9.003 -4.126
C10 1.046 -10.599 -6.000
N6 -1.891 -10.028 -5.932
C11 -2.005 -11.516 -5.714
C12 -2.739 -9.500 -6.995
H19 -1.682 -6.994 -2.589
H20 -2.955 -8.094 -2.124
H21 -2.968 -7.309 -3.687
H22 -0.483 -10.539 -2.548
H23 -2.273 -10.781 -2.787
H24 -1.587 -9.790 -1.526
H25 2.499 -9.716 -4.019
H26 2.064 -8.063 -4.522
H27 1.232 -8.869 -3.142
H28 2.135 -10.645 -5.994
H29 0.559 -11.570 -5.916
H30 0.693 -10.388 -7.009
H31 -1.643 -11.830 -4.735
H32 -3.054 -11.806 -5.773
H33 -1.345 -11.844 -6.517
H34 -3.756 -9.581 -6.611
H35 -2.649 -10.135 -7.876
H36 -2.584 -8.462 -7.292
C13 0.507 -1.106 -2.393
C14 1.170 -0.355 -1.328
N7 1.683 0.240 -0.475
H37 0.608 -0.595 -3.350
H38 -0.533 -1.367 -2.200
H39 0.958 -2.086 -2.551
C15 -2.889 1.134 3.080
C16 -2.916 -0.250 2.685
N8 -3.030 -1.396 2.465
H40 -2.805 1.818 2.235
H41 -2.020 1.355 3.699
H42 -3.778 1.372 3.663
C17 -3.811 4.726 -7.573
C18 -3.546 3.443 -6.912
N9 -3.352 2.421 -6.331
H43 -4.665 4.554 -8.228
H44 -2.921 5.040 -8.119
H45 -4.035 5.618 -6.988

=====

(3)
Below is a structure of composition C18H46AgNO16P2 at a distorted geometry, with properties calculated with wB97M-V/def2-TZVPD.

Results
Multiplicity: 2
Molecular weight in Da: 702.373
Total charge: +1
HOMO (alpha / beta) in eV: -11.4738 / -11.4730
<S²>: 0.758

Cartesian coordinates (Å):
Ag1 -19.249 20.619 -10.896
N1 -17.895 23.246 -11.019
O1 -17.429 22.317 -11.639
O2 -17.200 24.015 -10.451
O3 -19.108 23.129 -10.754
C1 -17.367 21.563 -5.113
O4 -18.284 20.979 -6.082
P1 -18.687 21.853 -7.383
O5 -19.346 21.104 -8.475
O6 -19.522 23.123 -6.773
C2 -20.080 24.135 -7.597
O7 -17.282 22.373 -7.867
C3 -16.304 21.626 -8.492
H1 -17.877 21.460 -4.155
H2 -17.174 22.635 -5.161
H3 -16.401 21.065 -5.195
H4 -19.178 24.427 -8.134
H5 -20.650 24.988 -7.229
H6 -20.705 23.630 -8.333
H7 -15.458 21.408 -7.841
H8 -15.892 22.071 -9.399
H9 -16.810 20.755 -8.908
C4 -15.406 19.485 -12.915
O8 -15.557 18.291 -12.224
P2 -16.363 18.240 -10.824
O9 -17.727 18.853 -10.968
O10 -16.435 16.583 -10.657
C5 -17.035 15.711 -11.617
O11 -15.447 18.807 -9.549
C6 -15.713 18.446 -8.227
H10 -14.447 19.533 -13.432
H11 -15.450 20.405 -12.333
H12 -16.229 19.627 -13.615
H13 -18.044 15.428 -11.318
H14 -16.424 14.811 -11.539
H15 -17.081 16.111 -12.630
H16 -14.850 17.916 -7.826
H17 -16.587 17.795 -8.219
H18 -15.953 19.289 -7.579
C7 -20.274 26.182 -10.981
O12 -20.139 26.626 -12.344
C8 -19.195 25.876 -13.076
C9 -19.635 25.846 -14.534
O13 -19.359 26.981 -15.281
C10 -20.243 28.123 -15.039
H19 -19.322 25.756 -10.665
H20 -21.157 25.558 -10.845
H21 -20.567 27.064 -10.411
H22 -19.019 24.849 -12.755
H23 -18.248 26.415 -13.052
H24 -20.689 25.569 -14.536
H25 -19.114 25.038 -15.048
H26 -19.690 28.773 -14.361
H27 -21.150 27.782 -14.540
H28 -20.494 28.698 -15.930
C11 -16.532 20.769 -17.267
O14 -15.636 20.926 -16.211
C12 -15.159 22.281 -16.001
C13 -16.075 23.181 -15.089
O15 -15.657 24.531 -15.301
C14 -15.509 25.188 -14.061
H29 -16.735 19.701 -17.200
H30 -16.048 20.902 -18.234
H31 -17.494 21.272 -17.165
H32 -15.032 22.760 -16.972
H33 -14.094 22.300 -15.769
H34 -16.142 22.693 -14.116
H35 -17.132 23.096 -15.343
H36 -16.428 24.917 -13.541
H37 -15.448 26.271 -14.169
H38 -14.666 24.710 -13.561
C15 -17.059 28.152 -6.548
C16 -17.493 26.725 -6.491
C17 -16.820 25.957 -7.615
O16 -15.567 26.641 -7.716
C18 -15.932 28.045 -7.631
H39 -16.632 28.465 -5.595
H40 -17.881 28.851 -6.701
H41 -18.543 26.551 -6.727
H42 -17.207 26.279 -5.539
H43 -17.278 25.980 -8.604
H44 -16.836 24.881 -7.437
H45 -16.231 28.302 -8.647
H46 -15.002 28.563 -7.392